(1)
# C22H16Br4MoN2O2S2

A structure of composition C22H16Br4MoN2O2S2 at a distorted geometry (ωB97M-V/def2-TZVPD, the OMol25 dataset).

Results
Total charge: 0
Spin multiplicity: 3
⟨S²⟩: 2.038
Total energy, eV: -333844.312
E_LUMO (alpha / beta), eV: -1.84 / -1.35

The geometry in XYZ format:
```
49
Properties=species:S:1:pos:R:3:lowdin_spin:R:1
Mo 0.55 0.94 -1.11 1.747
S 3.10 0.88 -0.81 0.001
C 2.50 0.96 0.78 0.037
N 1.18 0.95 0.84 0.010
C 0.69 1.02 2.13 0.003
C -0.65 1.02 2.51 0.000
C -0.95 1.11 3.86 0.001
C 0.07 1.19 4.81 0.000
C 1.40 1.17 4.45 0.001
C 1.70 1.08 3.10 0.001
S 3.27 1.04 2.32 0.018
H -1.42 0.94 1.75 0.000
H -1.98 1.11 4.18 0.000
H -0.19 1.27 5.86 0.000
H 2.19 1.23 5.19 0.000
Br -2.65 7.17 -0.98 0.002
C -2.32 5.31 -0.98 0.006
C -3.39 4.40 -1.06 -0.009
Br -5.16 5.03 -1.13 -0.003
C -3.14 3.03 -1.08 0.006
Br -4.52 1.76 -1.17 0.002
C -1.83 2.56 -1.04 -0.006
O -1.48 1.30 -1.07 0.049
C -0.76 3.48 -0.93 0.008
O 0.42 2.90 -0.85 0.009
C -1.01 4.84 -0.90 -0.007
Br 0.47 6.01 -0.74 -0.001
C 1.42 -4.97 -0.36 0.000
N 1.41 -3.70 0.34 0.001
C 2.58 -2.90 0.03 0.000
C 0.14 -2.98 0.28 0.003
C -0.17 -2.38 -1.08 0.024
C -0.69 -3.16 -2.11 0.005
C -0.80 -2.68 -3.41 0.030
C -0.40 -1.39 -3.73 0.003
C 0.05 -0.61 -2.68 0.040
C 0.18 -1.06 -1.37 -0.004
H 2.29 -5.54 -0.05 0.000
H 1.45 -4.86 -1.46 0.000
H 0.53 -5.54 -0.10 0.000
H 3.47 -3.49 0.21 0.000
H 2.60 -2.03 0.69 0.000
H 2.61 -2.54 -1.01 0.000
H 0.18 -2.18 1.03 0.000
H -0.65 -3.68 0.58 0.001
H -1.04 -4.16 -1.89 0.000
H -1.20 -3.31 -4.19 0.002
H -0.46 -1.01 -4.74 0.000
H 0.40 0.48 -2.89 0.019
```

=====

(2)
# C29H56FN2O11

A cluster of 6 separate species, C29H56FN2O11 in total at a distorted geometry (ωB97M-V/def2-TZVPD, the OMol25 dataset).

Results
Total charge: +1
Total energy, eV: -59185.028
E_LUMO, eV: -3.71

The geometry in XYZ format:
```
99
Properties=species:S:1:pos:R:3:mulliken_charge:R:1
C -5.38 -0.48 1.32 -1.244
C -4.41 -0.42 0.00 0.476
C -4.66 0.96 -0.92 -1.014
C -2.82 -0.70 0.28 0.371
C -2.48 -2.23 -0.28 -1.092
C -2.35 -0.46 1.84 -0.326
O -0.95 0.06 1.77 -0.297
N -0.05 -0.94 1.83 0.280
C 0.74 -1.16 0.56 -0.186
C 1.74 -2.41 0.91 -0.146
N 1.48 -2.77 2.36 -0.082
C 0.37 -1.88 2.94 0.072
F -0.18 -1.89 4.32 -0.102
H -6.50 -0.34 0.92 0.351
H -5.14 0.39 2.09 0.293
H -5.37 -1.53 1.88 0.266
H -4.78 -1.31 -0.72 0.247
H -5.49 0.68 -1.71 0.275
H -5.01 1.87 -0.27 0.197
H -3.68 1.21 -1.52 0.233
H -2.20 0.04 -0.41 0.072
H -3.38 -2.97 -0.16 0.379
H -2.23 -2.09 -1.44 0.272
H -1.57 -2.72 0.30 0.216
H -2.96 0.37 2.41 0.141
H -2.40 -1.52 2.38 0.261
H 0.58 -0.51 -0.40 0.379
H 2.51 -2.85 0.13 0.341
H 2.00 -3.56 2.82 0.284
O -5.54 3.45 -2.83 -0.578
C -4.76 4.37 -2.63 0.802
O -3.49 4.12 -2.25 -0.340
C -2.45 5.12 -2.18 -0.385
C -2.46 5.82 -0.84 -0.997
C -5.23 5.80 -2.70 -0.927
H -2.51 5.81 -3.03 0.370
H -1.50 4.58 -2.29 0.325
H -3.40 6.37 -0.69 0.229
H -1.63 6.53 -0.77 0.349
H -2.38 5.10 -0.03 0.334
H -5.66 6.08 -1.73 0.254
H -6.00 5.87 -3.47 0.323
H -4.45 6.50 -2.97 0.251
O 1.54 -2.59 -2.11 -0.535
C 2.45 -3.05 -2.80 0.855
O 3.74 -2.81 -2.47 -0.375
C 4.88 -3.45 -3.08 -0.258
C 5.30 -2.71 -4.33 -1.118
C 2.16 -3.79 -4.07 -1.089
H 4.68 -4.51 -3.26 0.444
H 5.69 -3.40 -2.35 0.195
H 4.51 -2.72 -5.09 0.279
H 6.20 -3.16 -4.76 0.370
H 5.51 -1.66 -4.11 0.314
H 2.03 -3.07 -4.88 0.298
H 1.23 -4.35 -3.93 0.324
H 2.92 -4.52 -4.33 0.359
O -2.29 8.86 -2.25 -0.547
C -1.56 9.14 -3.20 0.908
O -1.39 8.26 -4.21 -0.360
C -0.72 8.56 -5.45 -0.385
C 0.78 8.35 -5.31 -0.974
C -0.77 10.41 -3.20 -1.192
H -0.98 9.56 -5.80 0.344
H -1.11 7.85 -6.19 0.329
H 1.21 9.03 -4.57 0.273
H 1.28 8.52 -6.27 0.371
H 1.00 7.33 -4.98 0.287
H 0.16 10.26 -2.65 0.269
H -1.36 11.19 -2.71 0.324
H -0.55 10.79 -4.20 0.356
O -3.32 -5.03 9.38 -0.565
C -2.92 -3.96 8.91 0.730
O -3.21 -3.62 7.64 -0.375
C -2.96 -2.33 7.06 -0.534
C -1.55 -2.24 6.53 -0.636
C -2.02 -3.07 9.72 -0.871
H -3.19 -1.53 7.77 0.375
H -3.67 -2.22 6.23 0.298
H -0.81 -2.36 7.32 0.258
H -1.38 -1.28 6.03 0.266
H -1.36 -3.04 5.80 0.243
H -0.99 -3.40 9.60 0.231
H -2.31 -3.14 10.77 0.306
H -2.10 -2.02 9.45 0.312
O 6.18 -5.67 -2.12 -0.583
C 6.48 -6.03 -0.98 0.818
O 7.17 -5.21 -0.16 -0.362
C 7.40 -5.46 1.24 -0.375
C 8.63 -6.31 1.44 -0.996
C 6.19 -7.43 -0.52 -1.121
H 6.51 -5.88 1.72 0.341
H 7.56 -4.48 1.71 0.320
H 8.52 -7.29 0.98 0.275
H 8.84 -6.44 2.51 0.362
H 9.50 -5.84 0.97 0.309
H 7.00 -8.09 -0.85 0.287
H 5.25 -7.76 -0.98 0.312
H 6.05 -7.52 0.55 0.379
```

=====

(3)
# C4H9N

The ion C4H9N with charge -1 at a distorted geometry (ωB97M-V/def2-TZVPD, the OMol25 dataset).

Results
Total charge: -1
Energy relative to the best compared isomer or geometry (same formula, charge and spin), kcal per mole: 3.7
Spin multiplicity: 2
⟨S²⟩: 0.750
Total energy, eV: -5782.027
E_LUMO (alpha / beta), eV: 4.66 / 4.62

The geometry in XYZ format:
```
14
Properties=species:S:1:pos:R:3:lowdin_spin:R:1
N -0.50 -0.73 0.86 0.026
C -0.78 -0.79 -0.55 0.200
C 0.44 -0.12 -1.18 0.060
C 0.64 1.07 -0.27 0.121
C 0.30 0.47 1.13 0.165
H -1.34 -0.76 1.45 0.084
H -1.67 -0.21 -0.84 0.084
H -0.86 -1.82 -0.93 0.037
H 0.40 0.12 -2.25 0.031
H 1.33 -0.74 -1.06 0.006
H -0.02 1.91 -0.51 0.062
H 1.64 1.49 -0.09 0.024
H -0.28 1.24 1.66 0.081
H 1.22 0.27 1.68 0.018
```

=====

(4)
# C5H13N2O

The ion C5H13N2O with charge +1 at a distorted geometry (ωB97M-V/def2-TZVPD, the OMol25 dataset).

Results
Total charge: +1
Energy relative to the best compared isomer or geometry (same formula, charge and spin), kcal per mole: 98.3
SMILES string: CC(C)C(=[NH2+])N(C)O
Total energy, eV: -10413.935
E_LUMO, eV: -3.64

The geometry in XYZ format:
```
21
Properties=species:S:1:pos:R:3:mulliken_charge:R:1
C -2.20 0.29 -1.01 -1.300
C -1.05 -0.51 -0.30 0.560
C -1.43 -1.32 0.95 -1.224
C 0.11 0.38 0.07 0.310
N 0.03 1.56 0.54 -0.207
N 1.54 -0.03 -0.15 0.213
C 2.73 0.66 0.11 -0.974
O 1.92 -1.18 -0.91 -0.410
H -2.72 1.07 -0.34 0.278
H -1.67 0.91 -1.84 0.363
H -2.95 -0.31 -1.60 0.362
H -0.71 -1.41 -1.04 0.281
H -1.88 -0.62 1.75 0.280
H -0.64 -1.99 1.44 0.331
H -2.11 -2.12 0.55 0.382
H -0.89 2.01 0.68 0.280
H 0.80 1.95 1.01 0.124
H 3.57 -0.06 0.17 0.303
H 2.91 1.38 -0.84 0.326
H 2.71 1.32 1.06 0.352
H 1.94 -1.96 -0.28 0.372
```

=====

(5)
# C3H4N2O

A cluster of 2 separate species, C3H4N2O in total (ωB97M-V/def2-TZVPD, the OMol25 dataset).

Results
Total charge: 0
Energy relative to the best compared isomer or geometry (same formula, charge and spin), kcal per mole: 78.1
SMILES string: N=C=N.C#CO
Total energy, eV: -8200.500
E_LUMO, eV: 0.70

The geometry in XYZ format:
```
10
Properties=species:S:1:pos:R:3:mulliken_charge:R:1
N 0.01 -1.81 -1.13 -0.479
C -0.79 -1.00 -0.71 0.609
N -1.68 -0.30 -0.20 -0.647
H 0.93 -1.50 -1.41 0.311
H -2.34 0.03 -0.90 0.212
C 1.75 0.90 0.34 -0.511
C 0.75 0.99 1.02 0.233
O -0.29 1.09 1.79 -0.526
H 2.71 0.92 -0.13 0.399
H -1.05 0.68 1.33 0.400
```